{
  "formula": "C6H10P2",
  "method": "ωB97M-V with the def2-TZVPD basis set",
  "max_force_ha_per_bohr": 0.06366,
  "charge": 0,
  "elements": ["H", "H", "C", "C", "C", "C", "H", "C", "H", "H", "H", "H", "C", "H", "H", "P", "H", "P"],
  "coordinates": [[1.437, -3.025, 1.117], [0.617, 2.284, 1.346], [-0.778, 1.481, -1.399], [2.349, 0.988, 2.034], [-0.335, 0.121, -0.898], [1.049, -0.880, 0.884], [-0.006, -0.621, -1.783], [0.633, -2.291, 0.788], [-0.073, -2.433, 1.604], [-0.077, 1.899, -2.091], [0.272, -2.431, -0.261], [2.793, 1.651, 2.740], [0.682, 0.186, 0.146], [-1.295, -0.343, -0.492], [-1.687, 1.519, -1.990], [1.599, 1.675, 0.587], [-1.061, 2.281, -0.605], [2.198, -0.663, 2.337]],
  "atomic_forces_ev_per_a": [[-0.6, 0.9, -1.0], [-0.6, 0.7, 0.2], [-1.0, 1.8, 0.3], [0.0, -1.0, 0.5], [-2.1, -1.7, -1.9], [1.8, 0.1, 1.4], [-0.7, 1.8, 1.7], [0.2, -0.8, -0.6], [-0.9, -0.3, -0.5], [0.9, 0.6, -0.1], [-0.1, -0.8, 1.1], [0.6, 0.4, 0.3], [0.9, -0.8, 1.4], [1.3, 0.1, -0.3], [-0.4, -0.8, -0.1], [0.2, -0.1, -0.4], [1.0, -1.5, -0.8], [-0.6, 1.3, -1.3]]
}

{
  "formula": "C6H10S",
  "method": "ωB97M-V with the def2-TZVPD basis set",
  "max_force_ha_per_bohr": 0.04840,
  "charge": 0,
  "elements": ["H", "C", "C", "C", "H", "H", "H", "H", "H", "C", "H", "H", "C", "C", "H", "H", "S"],
  "coordinates": [[-0.647, -1.042, 1.487], [-0.635, 1.236, -0.368], [-1.292, -1.032, 0.608], [-0.616, -0.349, -0.590], [1.876, -0.605, 1.547], [-0.490, 1.720, -1.335], [-2.214, -0.517, 0.869], [0.845, -1.828, -1.375], [0.371, 1.089, 1.555], [0.528, 1.371, 0.521], [-1.589, 1.546, 0.059], [-1.531, -2.064, 0.359], [1.735, 1.118, -0.046], [0.744, -0.844, -0.949], [1.937, 1.363, -1.075], [-1.226, -0.551, -1.480], [2.203, -0.613, 0.213]],
  "atomic_forces_ev_per_a": [[0.0, 0.0, 0.0], [-0.1, 0.3, -0.2], [0.0, 0.0, -0.2], [-0.1, 0.0, 0.3], [0.2, 0.0, -0.2], [0.0, 0.0, 0.0], [-0.2, 0.0, 0.1], [0.0, -0.3, -0.2], [0.0, -0.3, 0.0], [0.8, 0.0, -0.1], [0.0, 0.0, 0.0], [0.0, -0.1, 0.1], [-0.4, 0.5, 0.5], [1.8, -0.3, 1.2], [0.1, 0.0, -0.1], [0.1, 0.0, 0.1], [-2.2, 0.1, -1.2]]
}

{
  "formula": "C6H10S2",
  "method": "ωB97M-V with the def2-TZVPD basis set",
  "max_force_ha_per_bohr": 0.14333,
  "charge": 0,
  "elements": ["C", "H", "H", "H", "H", "H", "H", "S", "C", "H", "H", "H", "C", "C", "C", "S", "H", "C"],
  "coordinates": [[-0.445, 1.235, 0.020], [-2.246, 0.303, -0.789], [-1.871, 1.777, -1.577], [-2.389, 1.885, 0.248], [1.548, 0.671, -0.402], [-0.552, -1.512, 0.625], [1.139, -2.839, 1.344], [0.336, -0.128, -2.335], [1.531, -1.784, 0.706], [2.082, -2.099, -0.279], [0.144, 2.230, 0.023], [2.191, -1.085, 1.379], [-1.733, 1.338, -0.540], [0.372, -0.807, 0.333], [0.094, 0.406, 1.151], [0.136, 0.600, 2.793], [-0.981, -0.446, -2.114], [0.644, 0.257, -0.587]],
  "atomic_forces_ev_per_a": [[7.1, 1.7, 0.3], [0.9, 1.6, 1.2], [0.8, 0.2, 1.5], [0.7, -0.9, -1.6], [3.2, 1.0, 0.0], [1.0, 2.0, -2.3], [1.3, 3.4, -1.9], [0.0, -0.1, -0.8], [0.5, -0.7, 1.0], [-0.9, 0.4, 2.0], [-1.6, -0.9, 0.3], [-0.6, -2.0, -1.1], [-5.7, -1.1, -0.9], [-0.2, -3.9, 4.3], [-3.2, -0.5, 5.4], [0.5, 0.3, -1.5], [0.9, 0.1, -0.2], [-4.5, -0.7, -5.8]]
}

{
  "formula": "C6H11Br2NO2",
  "method": "ωB97M-V with the def2-TZVPD basis set",
  "spin_multiplicity": 3,
  "s2": 2.022,
  "max_force_ha_per_bohr": 0.12509,
  "charge": 0,
  "elements": ["H", "H", "H", "H", "H", "H", "C", "C", "C", "C", "H", "H", "O", "Br", "C", "H", "O", "H", "Br", "N", "C", "H"],
  "coordinates": [[-1.745, 0.419, -3.164], [-3.177, -3.242, -1.740], [2.899, -1.670, 0.471], [1.470, 1.245, 1.822], [1.170, 0.072, 3.022], [-0.281, 0.736, 2.241], [0.790, 0.474, 2.122], [1.075, -0.565, 1.079], [0.029, -1.282, 0.763], [-1.852, 0.843, -2.195], [2.556, -0.067, -0.199], [-0.935, -1.416, 1.167], [0.661, 0.788, -3.133], [-3.719, -2.002, -1.411], [2.515, -0.665, 0.646], [-1.004, 1.327, -0.259], [1.323, 1.835, -1.271], [3.124, -0.255, 1.402], [0.107, -2.597, -0.640], [0.482, 1.248, -1.978], [-0.823, 1.158, -1.400], [-2.888, 0.961, -1.913]],
  "atomic_forces_ev_per_a": [[0.4, 0.2, -0.8], [0.3, -0.6, -0.1], [-0.4, 0.0, -0.3], [-0.2, 1.4, 0.3], [0.3, -0.2, 1.4], [0.8, 0.1, -0.2], [-0.1, -0.3, -0.7], [-0.6, -0.2, 1.2], [0.7, -1.9, -1.9], [-0.3, 0.1, 0.6], [0.8, 1.0, -1.9], [-0.8, 0.9, 0.7], [1.8, -0.6, -2.7], [-0.4, 0.6, 0.2], [-1.4, -1.4, 0.7], [1.0, 0.2, -2.5], [3.8, 1.4, 0.8], [0.7, 0.7, 0.9], [0.3, -0.1, -0.1], [-5.4, -1.0, 3.3], [-1.4, -0.1, 0.6], [0.1, -0.2, 0.6]]
}

{
  "formula": "C6H11Br2NO4S",
  "method": "ωB97M-V with the def2-TZVPD basis set",
  "max_force_ha_per_bohr": 0.06553,
  "charge": 0,
  "elements": ["H", "H", "H", "O", "H", "H", "H", "O", "H", "O", "C", "C", "C", "N", "C", "H", "Br", "H", "H", "Br", "C", "C", "H", "O", "S"],
  "coordinates": [[1.564, 0.394, 2.353], [2.722, -0.201, -1.536], [0.075, -0.132, -1.564], [0.977, 2.536, 0.189], [-0.028, 0.081, 2.796], [-0.460, -1.359, 1.033], [1.414, -1.258, 2.990], [-1.946, 1.041, -0.209], [1.210, 0.750, -2.729], [-1.987, -0.654, -1.594], [-3.748, -0.382, -0.110], [1.445, -1.201, -0.078], [2.004, 0.009, -0.839], [-2.552, -0.048, -0.618], [0.871, 0.510, -1.676], [0.108, 0.350, 0.582], [-4.519, -1.903, -0.733], [0.959, -1.778, -0.868], [2.507, 0.780, -0.215], [-4.176, 0.310, 1.558], [0.869, -0.441, 2.408], [0.456, -0.702, 0.985], [2.122, -1.805, 0.624], [-0.195, 3.041, -1.815], [0.307, 2.062, -0.935]],
  "atomic_forces_ev_per_a": [[0.6, 0.1, 0.3], [2.1, -1.2, -1.7], [-2.5, -1.2, -0.5], [0.8, -0.2, 2.3], [0.5, -1.0, 0.9], [0.8, 0.7, -0.5], [-1.4, 0.9, -0.6], [0.5, 1.0, 0.6], [-1.0, 0.0, 1.1], [-0.6, -0.1, 0.6], [2.4, 0.8, -0.1], [0.9, -0.3, 2.1], [0.1, 0.2, 2.3], [0.2, 0.1, -1.2], [2.2, 2.4, -0.8], [0.0, -2.4, 1.3], [-0.6, -0.8, -0.3], [0.1, -0.6, 0.6], [-0.6, -0.5, -0.1], [-0.3, 0.2, 0.2], [1.1, 0.8, 0.0], [-2.5, 0.9, -1.6], [-0.1, 0.5, -2.0], [-0.8, -0.3, -0.9], [-2.0, 0.1, -2.0]]
}

{
  "formula": "C6H11Br3",
  "method": "ωB97M-V with the def2-TZVPD basis set",
  "max_force_ha_per_bohr": 0.08034,
  "charge": 0,
  "elements": ["H", "H", "C", "H", "Br", "H", "C", "C", "H", "H", "H", "C", "H", "Br", "H", "H", "Br", "H", "C", "C"],
  "coordinates": [[3.073, -0.516, -0.158], [2.419, 1.091, 0.077], [-1.470, -0.207, 0.471], [0.531, 0.569, -2.478], [0.009, 2.222, 0.108], [1.090, -1.558, 0.041], [-0.334, 0.176, -1.889], [-0.144, 0.329, -0.385], [-1.071, 0.960, 2.353], [-0.273, -0.799, -2.323], [0.944, -0.305, 1.411], [2.324, 0.188, -0.327], [-1.138, 0.678, -2.352], [-3.124, 0.762, -0.152], [2.372, 0.273, -1.383], [-0.576, -0.758, 2.456], [-1.829, -2.054, 0.010], [-2.424, -0.468, 2.294], [1.046, -0.452, 0.238], [-1.424, -0.132, 1.986]],
  "atomic_forces_ev_per_a": [[1.9, -0.6, 0.9], [1.1, 3.6, 1.7], [0.6, 1.0, -1.4], [-0.3, 0.4, 1.0], [0.1, 0.0, -0.3], [-0.7, 1.1, 0.0], [2.4, 0.7, -0.9], [-2.2, -2.1, 1.5], [-1.5, -2.3, -0.9], [-0.5, -1.3, 0.7], [0.7, -0.3, -2.5], [-1.4, -3.6, -0.5], [-1.3, 0.6, 0.2], [0.7, -0.1, 0.3], [-0.7, 0.2, -1.1], [-1.7, 0.4, -1.0], [0.2, -0.4, -0.1], [0.6, 0.4, 0.6], [0.0, 0.8, 0.8], [2.1, 1.6, 1.3]]
}

{
  "formula": "C6H11Br3",
  "method": "ωB97M-V with the def2-TZVPD basis set",
  "max_force_ha_per_bohr": 0.08715,
  "charge": 0,
  "elements": ["H", "H", "H", "C", "H", "C", "H", "C", "H", "Br", "H", "H", "H", "H", "C", "Br", "C", "H", "C", "Br"],
  "coordinates": [[1.495, 1.849, 1.215], [1.151, 2.263, -0.408], [2.238, 1.153, -0.216], [0.890, -0.721, 1.077], [0.033, -1.382, 1.412], [0.318, 0.345, 0.196], [1.783, -1.248, 0.711], [1.351, 1.513, 0.209], [-2.240, -1.008, -1.057], [-1.623, -2.823, -2.451], [-1.112, 0.699, 1.933], [1.270, -0.196, 2.005], [-0.850, 2.019, 0.875], [-1.873, 0.713, 0.390], [0.150, -0.036, -1.277], [-0.618, 1.301, -2.375], [-1.693, -1.938, -0.894], [-1.041, -2.359, -0.077], [-0.954, 0.948, 0.891], [1.325, -1.093, -2.159]],
  "atomic_forces_ev_per_a": [[0.2, 0.3, 0.6], [-1.7, 3.4, -2.3], [1.8, -0.8, -0.1], [-0.2, -0.7, 2.0], [1.4, 0.2, -0.4], [0.4, 1.9, -0.1], [-0.6, -0.1, -0.2], [0.1, -3.2, 1.8], [0.2, -0.4, 1.2], [0.0, -1.2, -1.4], [0.5, -0.5, 0.2], [-0.6, -0.6, -0.8], [-0.2, 0.5, -0.1], [-0.5, -0.2, -0.4], [-1.8, 0.2, 1.3], [-0.2, 0.0, 0.0], [1.1, 0.9, 1.0], [-1.3, 1.0, -0.9], [0.2, 0.0, -0.8], [1.2, -0.6, -0.4]]
}

{
  "formula": "C6H11BrNO4",
  "method": "ωB97M-V with the def2-TZVPD basis set",
  "max_force_ha_per_bohr": 0.15137,
  "charge": -1,
  "elements": ["O", "H", "C", "H", "C", "H", "C", "O", "H", "C", "H", "N", "C", "O", "H", "H", "H", "C", "H", "H", "H", "O", "Br"],
  "coordinates": [[0.370, -2.067, -3.636], [-1.866, 1.095, 0.301], [-0.845, 0.734, 0.145], [-0.935, -0.258, -0.314], [-0.833, 2.754, 2.241], [0.074, -2.335, 0.028], [-0.041, 1.632, -0.776], [-1.372, -1.623, -2.044], [-0.030, 3.466, 2.036], [-0.096, -1.995, -2.242], [-0.535, 1.731, -1.747], [1.361, -3.767, -1.085], [-0.240, 1.390, 2.446], [0.237, 1.077, 3.537], [1.651, -1.529, -0.814], [-1.573, 2.796, 1.444], [1.175, -4.385, -0.258], [0.816, -2.368, -0.907], [0.962, 1.222, -0.930], [0.089, 2.631, -0.352], [-1.354, 3.048, 3.157], [-0.166, 0.543, 1.399], [3.154, -3.792, -1.628]],
  "atomic_forces_ev_per_a": [[-1.1, 0.1, 7.7], [0.1, 0.1, 0.1], [0.0, 0.0, -0.6], [0.0, 0.1, 0.2], [-0.7, 0.2, 0.1], [1.7, -0.1, -2.1], [0.1, 0.2, 0.1], [5.4, -1.4, 0.4], [-0.1, -0.1, 0.0], [-3.0, 1.0, -5.5], [0.1, -0.2, 0.1], [-1.0, 0.7, 0.8], [0.9, -0.7, 1.0], [-0.7, 0.3, -1.9], [-1.6, -1.9, 0.0], [0.2, 0.0, -0.1], [0.9, 1.1, -1.0], [-0.9, 0.9, -0.7], [-0.2, -0.1, -0.1], [-0.1, 0.0, 0.0], [0.3, 0.0, 0.0], [0.1, 0.0, 1.1], [-0.3, -0.2, 0.4]]
}

{
  "formula": "C6H11ClCuN3Nd",
  "method": "ωB97M-V with the def2-TZVPD basis set",
  "spin_multiplicity": 5,
  "s2": 6.015,
  "max_force_ha_per_bohr": 0.06260,
  "charge": -2,
  "elements": ["N", "H", "C", "H", "C", "H", "Cl", "C", "C", "H", "Cu", "H", "N", "H", "H", "Nd", "H", "N", "H", "C", "H", "H", "C"],
  "coordinates": [[6.320, 0.816, 2.272], [-4.329, 0.147, -0.866], [5.550, 0.112, 1.731], [-3.028, -2.797, -1.289], [1.069, 2.104, 0.572], [-3.316, 1.580, -0.559], [-1.605, -0.840, 2.787], [-2.128, -2.721, -0.658], [3.645, -0.420, 0.583], [0.393, 1.937, 1.423], [1.138, 0.568, -0.710], [-1.250, -3.007, -1.268], [4.752, -0.759, 1.145], [-4.094, 0.716, 0.799], [-2.229, -3.430, 0.182], [-1.493, -0.532, 0.243], [0.736, 2.912, -0.095], [2.614, -0.262, 0.039], [2.098, 2.258, 0.914], [-0.358, 0.255, -1.917], [-0.735, 1.200, -2.376], [-0.156, -0.420, -2.780], [-3.596, 0.584, -0.173]],
  "atomic_forces_ev_per_a": [[-0.9, -0.9, -0.7], [0.1, 0.0, 0.0], [0.6, 0.8, 0.5], [0.2, 0.0, 0.1], [-0.5, 0.5, -0.5], [-0.1, 0.0, 0.1], [0.0, -0.2, 1.4], [0.1, -0.4, 0.0], [-1.6, 0.1, -0.8], [0.1, 0.3, -0.1], [-0.7, -0.2, -0.4], [-0.2, -0.1, 0.1], [0.8, 0.0, 0.4], [-0.1, 0.1, -0.1], [0.0, -0.1, -0.2], [0.0, 0.3, -1.4], [0.0, 0.2, 0.6], [2.8, -1.2, 1.1], [-0.2, 0.0, 0.0], [-0.2, 0.4, -0.6], [-0.2, -0.4, 0.3], [0.2, 0.3, 0.2], [-0.4, 0.3, 0.1]]
}

{
  "formula": "C6H11ClN",
  "method": "ωB97M-V with the def2-TZVPD basis set",
  "max_force_ha_per_bohr": 0.05879,
  "charge": 1,
  "elements": ["H", "H", "N", "H", "C", "C", "Cl", "H", "H", "H", "C", "H", "C", "H", "H", "H", "H", "C", "C"],
  "coordinates": [[-0.127, -2.230, 0.986], [-0.910, 2.141, -0.512], [0.285, -1.842, 0.182], [-0.973, 2.167, 1.155], [0.660, -0.205, -1.510], [1.797, 0.124, 1.631], [3.822, -0.118, -0.297], [-0.018, 0.384, -2.087], [1.537, 0.422, -1.204], [1.736, 0.022, 2.678], [2.821, 0.029, 0.976], [0.939, -1.265, -1.963], [-0.052, -0.684, -0.296], [-1.536, -0.080, 1.293], [-1.915, 0.339, -0.356], [1.080, -2.323, -0.128], [0.531, 1.743, 0.432], [-0.541, 1.629, 0.312], [-1.050, 0.179, 0.290]],
  "atomic_forces_ev_per_a": [[-0.8, -0.3, 1.2], [-0.2, 1.0, -1.7], [-1.1, 1.2, -0.4], [-0.1, -0.2, 0.2], [1.1, -2.8, 0.4], [1.9, -0.2, 0.7], [0.6, 0.0, 0.0], [-0.2, 0.2, -0.7], [-0.8, -0.8, -0.5], [-1.2, 0.2, 1.1], [-0.5, 0.1, -1.2], [0.0, 2.8, -0.1], [0.5, -0.4, 0.1], [1.2, -0.3, -1.3], [0.0, -0.9, -0.4], [1.2, -0.7, -0.9], [0.0, -0.1, -0.2], [0.5, 0.2, 1.9], [-2.0, 1.0, 1.9]]
}

Number 1: DFT total energy -917.2455 Eh. Number 2: DFT total energy -632.6102 Eh. Number 3: DFT total energy -1030.8192 Eh. Number 4: DFT total energy -5588.1908 Eh. Number 5: DFT total energy -6136.8549 Eh. Number 6: DFT total energy -7957.2135 Eh. Number 7: DFT total energy -7957.1024 Eh. Number 8: DFT total energy -3164.9078 Eh. Number 9: DFT total energy -3061.4622 Eh. Number 10: DFT total energy -749.7872 Eh.